1.
C20H28FN4O3 | ωB97M-V/def2-TZVPD

Values from the calculation:
Electronic energy = -1323.32518 hartree
Energy relative to the best compared isomer or geometry (same formula, charge and spin) = 0.0 kJ/mol
Largest force on an atom = 1.02 eV Å⁻¹
Total charge = +1
2S+1 = 1
Orbital gap = 7.72 eV

```
56
Properties=species:S:1:pos:R:3:lowdin_charge:R:1
C -1.49 -2.58 2.00 -0.06
C -2.30 -1.91 0.90 -0.19
N -1.88 -0.53 0.70 -0.04
C -2.54 0.45 1.36 0.04
C -2.25 1.77 1.31 -0.01
C -3.11 2.66 2.17 -0.47
O -3.99 2.18 2.86 0.05
N -2.82 3.96 2.09 0.09
C -3.45 4.95 2.93 -0.16
C -3.19 4.71 4.43 -0.16
C -1.71 4.48 4.76 -0.26
O -1.25 3.21 4.36 -0.07
C -1.16 2.24 0.49 -0.30
O -0.83 3.41 0.33 0.06
C -0.43 1.16 -0.19 -0.04
C 0.67 1.51 -0.98 0.09
C 1.39 0.54 -1.62 -0.19
F 2.46 0.89 -2.38 0.06
C 1.06 -0.81 -1.51 -0.18
N 1.81 -1.84 -2.16 -0.10
C 3.18 -1.95 -1.69 -0.13
C 3.79 -3.23 -2.25 -0.09
N 3.76 -3.19 -3.73 -0.16
C 4.42 -4.35 -4.34 0.01
C 2.35 -3.05 -4.19 -0.09
C 1.76 -1.76 -3.61 -0.13
C -0.03 -1.17 -0.73 0.07
C -0.79 -0.20 -0.06 -0.12
H -0.43 -2.60 1.75 0.07
H -1.61 -2.05 2.94 0.08
H -1.83 -3.61 2.14 0.08
H -2.22 -2.45 -0.04 0.12
H -3.36 -1.89 1.19 0.13
H -3.37 0.14 1.99 0.15
H -2.00 4.23 1.54 0.11
H -3.07 5.93 2.64 0.12
H -4.53 4.93 2.76 0.12
H -3.76 3.84 4.74 0.11
H -3.55 5.58 4.98 0.11
H -1.56 4.61 5.84 0.11
H -1.08 5.20 4.23 0.12
H -1.87 2.55 4.70 0.09
H 0.93 2.56 -1.06 0.14
H 3.17 -1.99 -0.60 0.15
H 3.80 -1.09 -1.99 0.13
H 4.82 -3.34 -1.91 0.14
H 3.20 -4.09 -1.92 0.15
H 4.25 -2.34 -4.02 0.20
H 4.41 -4.28 -5.42 0.11
H 5.46 -4.41 -4.00 0.11
H 3.91 -5.27 -4.04 0.12
H 2.32 -3.02 -5.28 0.14
H 1.79 -3.91 -3.83 0.15
H 0.71 -1.68 -3.92 0.15
H 2.30 -0.89 -4.01 0.13
H -0.25 -2.22 -0.66 0.11
```

***

2.
C2H10NO5 | ωB97M-V/def2-TZVPD

Values from the calculation:
Electronic energy = -513.06658 hartree
⟨S²⟩ = 0.7588
Energy relative to the best compared isomer or geometry (same formula, charge and spin) = 74.0 kJ/mol
Largest force on an atom = 2.95 eV Å⁻¹
Total charge = 0
2S+1 = 2
Orbital gap (alpha / beta) = 10.15 / 5.44 eV

```
18
Properties=species:S:1:pos:R:3:lowdin_charge:R:1
C 0.38 1.75 -1.72 -0.01
N 0.69 0.62 -0.83 0.18
C -0.24 0.46 0.34 -0.66
O 0.28 -0.15 1.28 0.05
O -1.39 0.84 0.17 0.08
H 1.03 2.57 -1.39 0.12
H -0.68 1.90 -1.58 0.09
H 0.75 1.62 -2.73 0.11
H 1.69 0.43 -0.74 0.16
H -0.17 0.17 2.81 -0.02
H -0.52 1.43 3.35 0.03
O -0.45 0.53 3.70 -0.10
H 0.11 -3.21 2.35 0.04
H 0.39 -2.36 1.10 -0.01
O 0.25 -3.26 1.40 -0.06
H 0.02 -0.98 -2.24 0.01
H -1.48 -1.00 -2.43 0.05
O -0.67 -1.32 -2.83 -0.04
```

***

3.
C45H36N4O3P2RuS | ωB97M-V/def2-TZVPD

Values from the calculation:
Electronic energy = -3356.53915 hartree
Energy relative to the best compared isomer or geometry (same formula, charge and spin) = 27.2 kJ/mol
Largest force on an atom = 0.79 eV Å⁻¹
Total charge = +2
2S+1 = 1
Orbital gap = 6.94 eV

```
92
Properties=species:S:1:pos:R:3:lowdin_charge:R:1
Ru -0.09 -1.33 -0.56 0.98
O -1.84 -0.75 -4.49 0.06
C -3.12 -0.66 -4.06 -0.25
C -4.11 -0.68 -5.04 0.00
C -5.44 -0.60 -4.69 -0.05
C -5.82 -0.51 -3.35 -0.07
C -4.85 -0.50 -2.38 -0.02
C -3.49 -0.57 -2.70 -0.08
C -2.48 -0.60 -1.63 -0.38
O -1.21 -0.55 -1.98 -0.23
N -2.88 -0.71 -0.39 0.08
N -1.85 -0.79 0.56 -0.10
C -2.34 -0.87 1.74 -0.09
C -1.69 -1.15 3.02 -0.14
C -2.50 -1.67 4.03 0.00
C -1.97 -2.03 5.26 -0.04
C -0.61 -1.88 5.50 -0.03
C 0.22 -1.34 4.51 0.00
C -0.35 -0.96 3.31 -0.23
O 0.46 -0.41 2.29 -0.19
H -1.27 -0.72 -3.70 0.05
H -3.80 -0.75 -6.08 0.13
H -6.19 -0.61 -5.47 0.12
H -6.86 -0.45 -3.08 0.11
H -5.12 -0.43 -1.33 0.11
H -3.43 -0.82 1.77 0.14
H -3.56 -1.81 3.84 0.13
H -2.61 -2.44 6.03 0.12
H -0.18 -2.19 6.44 0.12
H 1.28 -1.23 4.67 0.12
N 1.85 1.04 0.89 -0.22
P 1.20 1.00 2.40 0.88
C 0.06 2.32 2.70 -0.29
C 0.58 3.54 3.15 -0.07
C -0.23 4.66 3.22 -0.04
C -1.56 4.57 2.82 -0.03
C -2.07 3.37 2.35 -0.04
C -1.26 2.25 2.28 -0.06
C 2.52 1.00 3.56 -0.30
C 2.30 1.44 4.87 -0.08
C 3.32 1.34 5.80 -0.04
C 4.55 0.82 5.43 -0.03
C 4.77 0.37 4.13 -0.04
C 3.76 0.45 3.20 -0.06
P 1.23 0.41 -0.61 0.90
C 2.86 0.07 -1.32 -0.38
C 3.48 0.91 -2.24 -0.07
C 4.75 0.60 -2.71 -0.05
C 5.41 -0.54 -2.26 -0.05
C 4.80 -1.38 -1.34 -0.06
C 3.53 -1.08 -0.87 -0.14
C 0.61 1.85 -1.49 -0.35
C 0.36 1.71 -2.86 -0.11
C -0.14 2.76 -3.59 -0.04
C -0.41 3.98 -2.97 -0.05
C -0.16 4.13 -1.61 -0.05
C 0.35 3.07 -0.87 -0.07
H 2.70 1.57 0.80 0.10
H 1.62 3.63 3.45 0.11
H 0.17 5.60 3.57 0.12
H -2.20 5.44 2.87 0.12
H -3.10 3.31 2.02 0.12
H -1.65 1.33 1.86 0.08
H 1.33 1.83 5.17 0.12
H 3.16 1.68 6.82 0.12
H 5.35 0.75 6.16 0.12
H 5.73 -0.05 3.86 0.12
H 3.92 0.09 2.19 0.10
H 2.98 1.80 -2.60 0.11
H 5.23 1.26 -3.43 0.12
H 6.39 -0.77 -2.64 0.12
H 5.31 -2.26 -0.99 0.12
H 3.04 -1.74 -0.16 0.10
H 0.57 0.77 -3.36 0.10
H -0.33 2.64 -4.65 0.12
H -0.80 4.80 -3.54 0.12
H -0.35 5.07 -1.13 0.11
H 0.54 3.21 0.19 0.08
S 1.26 -3.20 -4.53 1.16
C 1.59 -2.23 -3.17 -0.42
N 0.82 -2.40 -2.14 -0.10
C -0.15 -3.38 -2.41 -0.33
C -1.16 -3.75 -1.53 -0.05
C -2.11 -4.65 -1.97 -0.04
C -2.04 -5.19 -3.26 -0.04
C -1.02 -4.84 -4.13 -0.04
C -0.08 -3.91 -3.69 -0.44
H 2.40 -1.51 -3.19 0.07
H -1.20 -3.40 -0.49 0.09
H -2.91 -4.96 -1.31 0.12
H -2.78 -5.90 -3.58 0.12
H -0.97 -5.26 -5.13 0.12
```

***

4.
C13H9BeNO4 | ωB97M-V/def2-TZVPD

Values from the calculation:
Electronic energy = -870.19955 hartree
Energy relative to the best compared isomer or geometry (same formula, charge and spin) = 576.1 kJ/mol
Largest force on an atom = 14.15 eV Å⁻¹
Total charge = +2
2S+1 = 1
Orbital gap (alpha / beta) = 3.62 / 3.69 eV

```
28
Properties=species:S:1:pos:R:3:lowdin_charge:R:1
Be 0.01 0.02 -2.71 -0.63
O 0.24 2.64 -2.10 0.36
C 0.08 1.51 -2.42 -0.11
C -0.10 -1.48 -2.44 -0.11
O -0.14 -2.64 -2.16 0.36
C 1.48 -0.08 -2.26 0.06
O 2.57 -0.08 -1.81 0.36
C -1.45 0.10 -2.23 0.02
O -2.56 0.07 -1.87 0.37
C 0.02 0.79 -4.05 0.02
H -0.89 1.25 -4.47 0.19
H 0.94 1.20 -4.51 0.20
C -0.05 -0.72 -4.07 0.03
H 0.86 -1.19 -4.50 0.19
H -0.98 -1.11 -4.53 0.20
N -0.01 -0.01 -0.06 0.21
C 0.00 -0.01 1.10 -0.05
C -0.01 -0.02 2.51 -0.23
C -1.22 0.13 3.19 -0.01
C -1.22 0.13 4.59 -0.03
C 0.00 -0.03 5.26 -0.01
C 1.23 -0.18 4.58 -0.03
C 1.22 -0.17 3.18 -0.01
H -2.15 0.25 2.60 0.13
H -2.17 0.24 5.12 0.13
H 0.01 -0.03 6.35 0.12
H 2.18 -0.30 5.11 0.13
H 2.14 -0.28 2.58 0.13
```

***

5.
C40H47F3GeIIrN5O2P2 | ωB97M-V/def2-TZVPD

Values from the calculation:
Electronic energy = -5437.88972 hartree
Energy relative to the best compared isomer or geometry (same formula, charge and spin) = 86.0 kJ/mol
Largest force on an atom = 1.83 eV Å⁻¹
Total charge = +1
2S+1 = 1
Orbital gap = 7.77 eV

```
102
Properties=species:S:1:pos:R:3:lowdin_charge:R:1
Ir -1.26 -0.12 -1.30 0.85
O 0.54 -1.14 -0.10 -0.44
P 1.97 -1.03 0.31 0.75
C 2.44 0.69 0.65 -0.28
P 1.92 1.83 -0.68 0.74
O 0.48 1.64 -1.02 -0.44
C 2.24 3.47 -0.02 -0.27
C 3.19 4.33 -0.57 -0.06
C 3.35 5.60 -0.04 -0.06
C 2.57 6.03 1.02 -0.06
C 1.62 5.18 1.57 -0.07
C 1.45 3.91 1.05 -0.08
C 3.03 1.55 -2.06 -0.30
C 4.40 1.40 -1.89 -0.10
C 5.21 1.15 -2.99 -0.07
C 4.64 1.07 -4.26 -0.06
C 3.27 1.23 -4.43 -0.05
C 2.46 1.47 -3.32 -0.09
C 2.26 -1.94 1.84 -0.29
C 2.89 -1.40 2.95 -0.08
C 3.08 -2.18 4.09 -0.07
C 2.64 -3.49 4.11 -0.06
C 2.01 -4.04 2.99 -0.06
C 1.82 -3.26 1.86 -0.07
C 3.11 -1.68 -0.91 -0.29
C 4.44 -1.92 -0.59 -0.08
C 5.30 -2.42 -1.56 -0.07
C 4.82 -2.67 -2.84 -0.06
C 3.49 -2.44 -3.16 -0.05
C 2.63 -1.94 -2.19 -0.06
H 3.52 0.78 0.81 0.08
H 1.92 1.01 1.56 0.07
H 3.79 4.01 -1.40 0.10
H 4.09 6.27 -0.47 0.11
H 2.70 7.02 1.42 0.11
H 1.00 5.51 2.39 0.11
H 0.69 3.25 1.47 0.11
H 4.86 1.47 -0.91 0.11
H 6.28 1.03 -2.86 0.11
H 5.27 0.87 -5.12 0.11
H 2.83 1.16 -5.41 0.11
H 1.39 1.58 -3.45 0.01
H 3.24 -0.38 2.95 0.10
H 3.58 -1.76 4.95 0.11
H 2.79 -4.10 4.99 0.11
H 1.67 -5.06 3.01 0.11
H 1.34 -3.69 0.98 0.12
H 4.81 -1.74 0.41 0.11
H 6.33 -2.61 -1.32 0.11
H 5.49 -3.07 -3.59 0.11
H 3.13 -2.64 -4.15 0.12
H 1.59 -1.75 -2.43 0.08
C -3.48 -4.65 -2.40 -0.22
Ge -3.67 -2.79 -1.82 0.74
C -4.67 -2.74 -0.13 -0.22
C -4.65 -1.88 -3.26 -0.22
C -1.86 -2.08 -1.52 -0.49
H -4.46 -5.11 -2.53 0.02
H -2.91 -5.24 -1.68 0.02
H -2.96 -4.68 -3.36 0.02
H -5.38 -3.57 -0.10 0.02
H -5.23 -1.81 -0.01 0.01
H -4.00 -2.85 0.72 0.00
H -5.72 -2.05 -3.16 0.03
H -4.33 -2.30 -4.22 0.02
H -4.46 -0.81 -3.31 -0.02
H -1.28 -2.47 -2.36 -0.05
H -1.47 -2.50 -0.58 -0.02
C -2.66 0.36 5.41 -0.07
C -1.77 -0.84 5.10 -0.40
C -0.34 -0.41 4.80 -0.07
C -2.33 -1.71 3.98 -0.09
N -2.37 -1.03 2.69 -0.08
C -1.49 -1.07 1.69 -0.12
N -1.93 -0.28 0.73 -0.09
N -3.10 0.23 1.17 0.03
N -3.36 -0.20 2.34 0.10
H -2.28 0.90 6.28 0.08
H -3.69 0.06 5.62 0.08
H -2.69 1.06 4.57 0.07
H -1.76 -1.49 5.98 0.14
H -0.31 0.27 3.94 0.08
H 0.31 -1.26 4.58 0.07
H 0.09 0.12 5.65 0.09
H -3.34 -2.06 4.18 0.14
H -1.69 -2.58 3.83 0.13
H -0.58 -1.65 1.67 0.12
I -0.98 0.04 -3.91 0.33
F -4.86 5.71 -2.10 0.15
C -5.41 4.56 -1.71 -0.59
F -6.42 4.28 -2.55 0.16
F -5.95 4.75 -0.49 0.16
C -4.41 3.43 -1.67 -0.08
C -4.85 2.13 -1.52 0.04
C -3.91 1.12 -1.44 -0.12
N -2.60 1.35 -1.52 -0.18
C -2.17 2.61 -1.70 -0.11
C -3.05 3.67 -1.77 0.04
H -5.90 1.89 -1.45 0.14
H -4.21 0.10 -1.30 0.08
H -1.11 2.75 -1.80 0.09
H -2.67 4.67 -1.91 0.13
```

***

6.
C30H31N2O | ωB97M-V/def2-TZVPD

Values from the calculation:
Electronic energy = -1346.27037 hartree
Energy relative to the best compared isomer or geometry (same formula, charge and spin) = 26.1 kJ/mol
Largest force on an atom = 3.16 eV Å⁻¹
Total charge = +1
2S+1 = 1
Orbital gap = 5.04 eV

```
64
Properties=species:S:1:pos:R:3:lowdin_charge:R:1
C 1.40 1.36 3.73 -0.10
O 1.56 0.07 3.20 -0.10
C 2.03 0.04 1.87 -0.25
C 2.17 -1.21 1.26 -0.01
C 2.62 -1.32 -0.03 -0.05
C 2.93 -0.18 -0.77 -0.33
N 3.37 -0.29 -2.09 0.09
C 2.79 1.06 -0.17 -0.04
C 2.35 1.17 1.13 -0.04
H 1.04 1.27 4.75 0.10
H 2.36 1.88 3.74 0.07
H 0.67 1.93 3.15 0.10
H 1.93 -2.09 1.82 0.12
H 2.72 -2.28 -0.50 0.10
H 3.33 0.50 -2.73 0.09
H 3.29 -1.16 -2.60 0.07
H 3.04 1.94 -0.73 0.11
H 2.26 2.15 1.57 0.10
C 5.48 1.03 3.72 -0.08
C 5.78 -0.20 4.29 -0.06
C 6.57 -1.11 3.60 -0.03
C 7.05 -0.81 2.34 -0.22
C 7.94 -1.77 1.60 -0.09
N 7.83 -1.63 0.15 -0.06
C 9.09 -1.42 -0.59 -0.08
C 9.36 -2.50 -1.60 -0.24
C 9.85 -2.18 -2.86 -0.04
C 10.11 -3.16 -3.79 -0.07
C 9.87 -4.49 -3.48 -0.07
C 9.37 -4.82 -2.24 -0.06
C 9.11 -3.83 -1.31 -0.04
C 6.69 -1.98 -0.51 0.02
C 6.54 -1.83 -1.87 -0.05
C 5.68 -2.60 -2.64 0.02
C 5.58 -2.52 -4.05 -0.22
C 4.85 -3.50 -4.76 -0.01
C 4.74 -3.45 -6.12 -0.06
C 5.35 -2.43 -6.83 -0.04
C 6.08 -1.46 -6.17 -0.05
C 6.20 -1.50 -4.80 -0.01
C 6.74 0.42 1.78 -0.04
C 5.97 1.33 2.46 -0.07
H 4.87 1.73 4.25 0.10
H 5.41 -0.44 5.27 0.11
H 6.82 -2.05 4.05 0.11
H 8.97 -1.61 1.90 0.14
H 7.69 -2.80 1.86 0.14
H 9.05 -0.44 -1.08 0.13
H 9.93 -1.37 0.11 0.14
H 10.04 -1.14 -3.10 0.12
H 10.50 -2.90 -4.76 0.11
H 10.08 -5.26 -4.21 0.11
H 9.19 -5.85 -1.99 0.11
H 8.70 -4.09 -0.35 0.11
H 5.95 -2.53 0.04 0.16
H 7.20 -1.15 -2.38 0.11
H 5.12 -3.37 -2.13 0.13
H 4.40 -4.31 -4.20 0.12
H 4.19 -4.21 -6.65 0.11
H 5.25 -2.39 -7.91 0.12
H 6.55 -0.67 -6.72 0.11
H 6.77 -0.74 -4.29 0.11
H 7.12 0.65 0.80 0.11
H 5.74 2.28 2.02 0.11
```

***

- The highest largest force on an atom belongs to which entry?
  C13H9BeNO4